# C25H30F6IrN4OPS3

A molecular structure, C25H30F6IrN4OPS3 in a non-equilibrium geometry (wB97M-V/def2-TZVPD, OMol25).

Output
* LUMO energy (spin up / spin down): -10.58 / -13.13 eV
* multiplicity: 2
* net charge: +3
* relative energy (zero: lowest compared OMol25 entry of this formula, charge and spin): 4.649 eV
* molar mass: 835.92 g mol⁻¹
* E: -3503.49713 Eh
* expectation value of S²: 0.76
* HOMO energy (spin up / spin down): -16.54 / -15.35 eV
* gap between HOMO and LUMO (spin up / spin down): 0.219 / 0.082 hartree

Element x y z (Å)
Ir -0.184 0.137 0.023
C 1.763 -0.317 -2.605
C 0.690 -1.411 -2.537
N 0.521 -1.871 -1.151
C 1.686 -2.614 -0.637
C 1.958 -2.338 0.834
S 2.054 -0.561 1.244
C 3.341 0.050 0.100
C 2.785 1.107 -0.852
N 1.562 0.681 -1.544
H 2.756 -0.752 -2.501
H 1.715 0.147 -3.593
H -0.269 -1.016 -2.876
H 0.975 -2.236 -3.200
H -0.295 -2.479 -1.104
H 1.543 -3.692 -0.764
H 2.564 -2.344 -1.221
H 1.153 -2.710 1.464
H 2.890 -2.812 1.143
H 4.110 0.513 0.719
H 3.787 -0.794 -0.418
H 2.551 2.006 -0.281
H 3.567 1.368 -1.579
H 1.139 1.515 -1.943
N -1.570 3.148 -1.764
C -2.255 2.041 -1.952
N -1.970 0.827 -1.543
C -2.955 -0.062 -1.893
C -3.018 -1.411 -1.553
C -4.083 -2.174 -1.996
C -5.112 -1.615 -2.771
C -5.088 -0.281 -3.108
C -4.020 0.497 -2.665
S -3.776 2.175 -2.909
H -0.818 3.204 -1.091
H -1.955 4.034 -2.064
H -2.240 -1.842 -0.940
H -4.128 -3.223 -1.746
H -5.926 -2.236 -3.108
H -5.873 0.165 -3.698
F -1.755 1.722 1.110
P -0.584 2.758 1.804
F -1.311 3.946 1.065
F 0.627 3.586 2.313
F 0.280 2.491 0.318
F 0.129 1.349 2.279
F -1.431 2.834 3.114
O -1.464 -1.191 1.445
S -2.928 -1.097 1.734
C -3.331 -2.749 2.376
C -2.297 -3.645 2.604
C -2.591 -4.890 3.131
C -3.911 -5.246 3.380
C -4.941 -4.347 3.128
C -4.656 -3.096 2.605
C -3.162 -0.100 3.226
C -2.097 0.143 4.076
C -2.355 0.806 5.266
C -3.636 1.260 5.548
C -4.693 1.002 4.683
C -4.447 0.351 3.487
H -1.278 -3.353 2.404
H -1.788 -5.583 3.335
H -4.140 -6.237 3.746
H -5.966 -4.626 3.315
H -5.458 -2.407 2.395
H -1.102 -0.192 3.836
H -1.544 0.964 5.962
H -3.805 1.858 6.434
H -5.694 1.323 4.921
H -5.249 0.192 2.783

***

# S2

S2 in the gas phase (wB97M-V/def2-TZVPD, OMol25).

Output
* LUMO energy: -2.52 eV
* relative energy (zero: lowest compared OMol25 entry of this formula, charge and spin): 0.000 eV
* molar mass: 64.13 g mol⁻¹
* E: -796.32096 Eh
* HOMO energy: -8.28 eV
* gap between HOMO and LUMO: 0.212 hartree

Element x y z (Å)
S 0.000 0.000 0.943
S 0.000 0.000 -0.943